# 1
ORCA calculation (wB97M-V/def2-TZVPD) on a cluster of 5 separate species, H10O4S2 in total.

Values from the calculation:
electronic energy	-1103.293127	a.u.
ΔE to the lowest compared entry with this formula, charge and spin	1.012	eV

```
! wB97M-V def2-TZVPD RIJCOSX def2/J DEFGRID3
* xyz 0 1
S 1.077 -0.909 -2.705
S 2.793 -1.638 -1.811
H 0.393 -0.347 -1.719
H 3.152 -0.685 -0.928
H -1.006 -0.226 -1.054
H -1.698 0.902 -0.574
O -1.799 -0.064 -0.520
H -1.887 -1.260 2.653
H -1.806 -0.604 1.149
O -1.749 -0.482 2.115
H 0.396 0.269 2.850
H 0.534 -1.046 2.015
O 1.010 -0.381 2.510
H 0.760 1.670 -1.114
H -0.025 2.868 -1.545
O -0.145 1.934 -1.322
*
```


# 2
ORCA calculation (wB97M-V/def2-TZVPD) on a cluster of 5 separate species, H10O5 in total.

Values from the calculation:
electronic energy	-382.156364	a.u.
ΔE to the lowest compared entry with this formula, charge and spin	0.702	eV

```
! wB97M-V def2-TZVPD RIJCOSX def2/J DEFGRID3
* xyz -1 2
O -1.126 0.659 -1.890
O 1.683 -1.918 -2.016
O -1.994 0.743 1.583
O 0.906 1.147 2.329
O 0.492 -0.704 -0.011
H -0.362 0.920 -2.437
H 1.603 -1.863 -1.051
H -2.528 0.552 2.371
H 1.746 1.602 2.240
H -0.196 -1.129 0.516
H -1.683 1.456 -1.886
H 2.003 -2.772 -2.305
H -1.169 1.200 1.805
H 0.729 0.678 1.495
H 0.037 -0.432 -0.844
*
```


# 3
ORCA calculation (wB97M-V/def2-TZVPD) on a cluster of 5 separate species, H10O5 in total.

Values from the calculation:
electronic energy	-382.170281	a.u.
ΔE to the lowest compared entry with this formula, charge and spin	1.466	eV

```
! wB97M-V def2-TZVPD RIJCOSX def2/J DEFGRID3
* xyz 0 1
H -0.896 -0.866 -0.974
H -1.253 0.487 -1.567
H -2.337 2.554 2.088
H -3.418 1.538 2.418
H 2.275 1.553 0.624
H 3.177 0.847 1.624
H 1.671 -0.729 -4.573
H 0.240 -0.222 -4.645
H 0.134 -2.928 3.439
H 0.137 -2.338 2.039
O -0.725 0.077 -0.873
O -3.287 2.474 2.229
O 3.203 1.396 0.832
O 0.916 -0.665 -5.169
O 0.163 -3.178 2.509
*
```


# 4
ORCA calculation (wB97M-V/def2-TZVPD) on a structure of composition H10O5.

Values from the calculation:
electronic energy	-382.086879	a.u.
ΔE to the lowest compared entry with this formula, charge and spin	3.736	eV

```
! wB97M-V def2-TZVPD RIJCOSX def2/J DEFGRID3
* xyz 0 1
O 2.407 0.448 -1.132
H 1.794 0.312 -0.370
H 3.208 -0.054 -1.322
O 0.947 0.433 0.295
H 0.233 -0.305 -0.107
H 0.592 1.215 -0.163
O -0.770 -0.928 -1.038
H -0.079 -0.171 -1.868
O 0.486 0.451 -2.515
H 1.374 0.647 -1.921
H 0.503 0.155 -3.421
H -0.779 -1.833 -0.717
O -3.211 0.232 4.996
H -2.671 -0.352 4.447
H -4.031 -0.251 4.837
*
```


# 5
ORCA calculation (wB97M-V/def2-TZVPD) on a cluster of 5 separate species, H10O5 in total.

Values from the calculation:
electronic energy	-382.181263	a.u.
ΔE to the lowest compared entry with this formula, charge and spin	1.168	eV

```
! wB97M-V def2-TZVPD RIJCOSX def2/J DEFGRID3
* xyz 0 1
O -2.699 -13.598 14.077
H -3.319 -13.008 13.634
H -1.876 -13.506 13.583
O 0.205 -15.420 15.594
H -0.392 -14.974 14.987
H -0.389 -15.943 16.164
O 2.649 -17.010 15.748
H 2.556 -17.180 14.806
H 1.747 -16.822 16.042
O -0.175 -13.833 19.252
H 0.594 -13.342 19.561
H 0.146 -14.335 18.492
O -1.868 -16.719 17.126
H -2.693 -17.201 17.007
H -1.524 -17.022 17.976
*
```


# 6
ORCA calculation (wB97M-V/def2-TZVPD) on a cluster of 5 separate species, H10O5 in total.

Values from the calculation:
electronic energy	-382.199873	a.u.
ΔE to the lowest compared entry with this formula, charge and spin	0.661	eV

```
! wB97M-V def2-TZVPD RIJCOSX def2/J DEFGRID3
* xyz 0 1
H -1.868 -0.630 -0.273
H -2.245 -2.056 0.075
H -1.283 1.174 -0.825
H -1.930 1.370 0.490
H 0.076 1.871 1.034
H 0.928 0.640 0.913
H 1.508 -1.183 0.328
H 0.006 -1.501 0.465
H 3.074 0.188 -0.725
H 1.579 0.451 -1.030
O -1.589 -1.572 -0.432
O -2.152 1.190 -0.426
O 0.826 1.514 0.539
O 0.778 -1.263 0.995
O 2.291 -0.193 -1.127
*
```


# 7
ORCA calculation (wB97M-V/def2-TZVPD) on a cluster of 5 separate species, H10O5 in total.

Values from the calculation:
electronic energy	-382.170565	a.u.
ΔE to the lowest compared entry with this formula, charge and spin	1.459	eV

```
! wB97M-V def2-TZVPD RIJCOSX def2/J DEFGRID3
* xyz 0 1
O -13.866 23.029 -6.468
H -14.728 22.667 -6.332
H -13.945 23.831 -6.924
O -14.024 25.173 -3.644
H -14.425 25.357 -2.803
H -14.660 24.658 -4.196
O -11.460 25.258 -3.390
H -11.207 24.806 -2.590
H -12.416 25.253 -3.348
O -14.154 25.231 -0.732
H -13.234 25.032 -0.613
H -14.424 25.332 0.153
O -16.469 23.690 -0.633
H -15.760 24.265 -0.708
H -16.491 23.161 -1.435
*
```


# 8
ORCA calculation (wB97M-V/def2-TZVPD) on a cluster of 5 separate species, H10O5 in total.

Values from the calculation:
electronic energy	-382.156912	a.u.
ΔE to the lowest compared entry with this formula, charge and spin	1.830	eV

```
! wB97M-V def2-TZVPD RIJCOSX def2/J DEFGRID3
* xyz 0 1
O 0.388 3.742 0.948
O 0.703 0.632 -0.793
O 1.653 -2.714 0.505
O -1.128 -1.803 -1.494
O -1.495 0.669 1.066
H 0.292 4.302 0.119
H -0.048 0.302 -1.280
H 1.891 -3.617 0.756
H -1.727 -2.139 -2.185
H -0.933 -0.136 1.238
H 1.258 3.350 0.788
H 1.101 -0.325 -0.661
H 0.935 -2.613 1.125
H -1.902 -1.170 -1.243
H -0.990 1.520 1.112
*
```


# 9
ORCA calculation (wB97M-V/def2-TZVPD) on a cluster of 5 separate species, H10O5 in total.

Values from the calculation:
electronic energy	-382.181771	a.u.
ΔE to the lowest compared entry with this formula, charge and spin	1.154	eV

```
! wB97M-V def2-TZVPD RIJCOSX def2/J DEFGRID3
* xyz 0 1
H 1.749 0.777 -0.349
H 2.199 2.368 -0.287
H 1.169 -1.358 -0.267
H 2.793 -1.447 0.000
H -0.773 -2.089 1.176
H -0.461 -0.509 0.991
H -1.472 1.164 0.104
H -0.046 1.501 0.480
H -3.222 -0.433 -0.706
H -1.665 -0.525 -0.683
O 1.319 1.659 -0.332
O 2.051 -0.964 -0.526
O -0.383 -1.399 0.539
O -0.869 1.199 0.901
O -2.389 0.056 -1.039
*
```


# 10
ORCA calculation (wB97M-V/def2-TZVPD) on a structure of composition H10O5.

Values from the calculation:
electronic energy	-381.865614	a.u.
ΔE to the lowest compared entry with this formula, charge and spin	9.757	eV

```
! wB97M-V def2-TZVPD RIJCOSX def2/J DEFGRID3
* xyz 0 1
O -3.714 -22.608 -17.031
H -3.583 -22.691 -17.975
H -2.864 -22.831 -16.650
O -0.682 -23.298 -17.828
H -0.442 -22.588 -17.232
H -0.028 -23.978 -17.667
O -4.034 -24.710 -16.875
H -3.762 -23.929 -16.393
H -4.961 -24.814 -16.660
O -0.326 -24.858 -16.541
H 0.466 -25.222 -16.144
H -0.758 -25.609 -16.948
O -1.937 -23.627 -16.463
H -1.454 -24.205 -15.872
H -1.406 -23.601 -17.260
*
```


# 11
ORCA calculation (wB97M-V/def2-TZVPD) on a cluster of 5 separate species, H10O5 in total.

Values from the calculation:
electronic energy	-382.182882	a.u.
ΔE to the lowest compared entry with this formula, charge and spin	1.124	eV

```
! wB97M-V def2-TZVPD RIJCOSX def2/J DEFGRID3
* xyz 0 1
O 2.614 -0.387 2.023
H 1.937 -0.049 1.438
H 3.399 -0.441 1.477
O 0.064 2.246 -2.172
H 0.636 2.972 -1.921
H -0.780 2.659 -2.357
O 0.646 -3.109 2.014
H 1.022 -3.936 1.711
H 1.342 -2.465 1.879
O -0.180 -0.007 0.181
H -0.731 0.326 -0.528
H 0.271 -0.761 -0.200
O -3.197 0.789 -1.441
H -3.121 0.778 -0.487
H -3.924 1.385 -1.617
*
```


# 12
ORCA calculation (wB97M-V/def2-TZVPD) on a cluster of 5 separate species, H10O5 in total.

Values from the calculation:
electronic energy	-381.771941	a.u.
ΔE to the lowest compared entry with this formula, charge and spin	1.280	eV

```
! wB97M-V def2-TZVPD RIJCOSX def2/J DEFGRID3
* xyz 1 2
O -1.960 -1.263 1.660
H -2.550 -0.679 2.136
H -1.373 -0.676 1.185
O -2.213 -1.509 -2.202
H -1.366 -1.589 -1.764
H -2.844 -1.416 -1.488
O -0.096 0.003 -0.117
H 0.808 -0.148 0.159
H -0.143 0.945 -0.278
O 0.423 2.901 -0.617
H 1.373 2.960 -0.721
H 0.263 3.179 0.285
O 3.101 -1.272 0.611
H 2.898 -0.545 1.199
H 3.679 -0.892 -0.050
*
```


Which value of electronic energy does entry 5 give? -382.181263 a.u.